The following is a quantum chemistry calculation of a cluster of 2 separate species, C5H8FN2 in total at a distorted geometry, from the Open Molecules 2025 dataset.

```
! wB97M-V def2-TZVPD RIJCOSX def2/J DEFGRID3
* xyz 1 1
C -2.01 -0.49 -0.71
C -1.29 0.64 -0.70
C -0.53 -0.60 0.96
C 0.58 1.47 0.62
C 2.59 -0.23 -0.44
N -1.57 -1.30 0.34
N -0.36 0.57 0.39
F 1.66 -1.15 -0.50
H -2.84 -0.89 -1.34
H -1.35 1.40 -1.37
H 0.20 -1.03 1.63
H 1.13 1.12 1.47
H 0.45 2.32 0.03
H 2.60 0.24 -1.40
H 2.77 0.09 0.57
H -2.04 -2.15 0.45
*
```

Output
E ... -11001.2699 eV
F_max ... 4.24 eV Å⁻¹
HOMO-LUMO gap (alpha / beta) ... 7.21 / 9.37 eV
Energy above the lowest of the compared OMol25 structures with the same formula, charge and spin ... 95.45 kcal/mol